(1)
Molecular formula: C7H11N
Method: DFT, ωB97M-V/def2-TZVPD

```
! RIJCOSX wB97M-V def2-TZVPD def2/J DEFGRID3
* xyz 0 1
N 0.874 -0.171 -0.468
C 0.144 1.093 -0.554
C -1.449 -0.703 0.013
C 1.138 2.245 -0.310
C -0.223 -1.128 -0.829
C 0.771 -0.084 1.182
C -0.797 -1.918 0.174
C -0.739 0.475 0.673
H -1.356 0.848 1.447
H -0.164 -1.586 -1.787
H -1.372 -2.518 -0.438
H 1.217 1.770 0.829
H -0.172 -2.171 1.104
H -0.188 0.877 -1.606
H 1.519 0.562 1.638
H 0.764 -1.040 1.613
H 0.765 3.152 -0.519
H 2.235 2.074 -0.639
H -2.429 -0.650 -0.459
*
```

HOMO energy = -8.8 eV
Total energy = -8920.573 eV
Energy above the lowest of the compared OMol25 structures with the same formula, charge and spin = 165.0 kcal per mole
Strongest force on any atom = 7.43 eV/Å
Molar mass = 109.2 g mol⁻¹
E_LUMO = 1.1 eV

These are the Mulliken partial charges, in e, on atoms 1 to 4: number 1, N, carries -0.56; number 2, C, carries 0.24; number 3, C, carries -0.14; number 4, C, carries -1.12

---

(2)
Molecular formula: C44H90O33PS8Tl
Method: DFT, ωB97M-V/def2-TZVPD

```
! RIJCOSX wB97M-V def2-TZVPD def2/J DEFGRID3
* xyz 0 1
Tl 3.049 -0.627 0.806
S 6.005 0.939 3.368
S 0.864 -2.463 -7.155
S 5.756 2.607 -0.028
S 2.452 -1.165 4.965
S 4.467 -1.265 -3.411
S 1.981 -4.197 -0.694
S -7.694 -1.043 -0.286
S 3.936 -4.848 2.023
P -0.006 0.247 0.719
O -3.380 4.543 1.609
O -3.961 -1.997 -2.401
O -7.082 -1.971 -1.397
O -4.936 3.521 0.349
O 0.998 1.355 1.206
O 3.140 -3.169 -0.680
O -3.515 -5.310 5.450
O 0.298 -1.010 1.691
O -3.721 0.399 -5.317
O 3.475 -3.445 1.830
O -3.164 -3.194 -4.175
O -5.604 0.555 3.199
O -4.321 2.442 -5.952
O 0.832 3.323 -3.654
O 3.207 -1.379 3.639
O -0.827 4.765 -4.351
O 0.759 -0.187 -0.585
O 1.132 4.377 4.671
O -3.083 -5.736 3.265
O -1.793 -1.956 -2.892
O -1.498 0.773 0.604
O -5.512 0.740 -6.780
O -3.733 -0.548 3.605
O 1.155 -0.961 -6.966
O -3.549 1.676 3.424
O 4.810 1.386 -0.212
O 3.182 4.811 5.639
O 4.791 0.602 2.523
O 4.259 -0.877 -1.952
O -5.578 5.254 1.797
O -2.580 -3.876 4.062
O -0.858 3.901 -2.300
O 2.931 4.558 3.490
C 5.531 0.091 -4.085
C 4.163 -4.896 3.888
C 4.801 4.113 0.427
C -1.395 0.787 -5.442
C -2.095 1.765 5.245
C -2.285 1.253 3.830
C 5.474 1.237 5.166
C -4.706 4.568 1.264
C -3.016 -2.383 -3.262
C -2.673 3.636 0.798
C -3.535 -1.038 -1.439
C -3.116 2.618 -5.240
C 2.448 4.598 4.663
C 0.407 -3.192 -5.524
C -3.111 -5.019 4.342
C -2.724 1.216 -4.825
C -3.102 -5.223 0.920
C 6.270 3.261 -1.669
C -0.336 4.008 -3.509
C 0.679 4.050 3.366
C 5.673 -4.747 1.279
C 1.143 -4.009 -2.320
C -0.326 5.129 2.954
C 1.674 0.425 4.645
C 0.917 -2.152 4.825
C 2.528 -3.289 -7.400
C 0.929 2.467 -2.600
C -3.637 2.658 -1.405
C -6.612 0.437 -0.340
C -3.834 -1.582 -0.094
C 2.876 -0.542 -4.113
C 6.724 -0.765 3.786
C -3.721 2.793 0.135
C -2.019 -1.029 -1.812
C 1.966 4.169 2.564
C -0.147 2.868 -1.596
C -2.366 -5.180 2.241
C -4.546 1.163 -6.099
C -1.993 -3.794 2.760
C -9.140 -0.144 -1.062
C -4.383 0.588 3.353
C 2.338 2.570 -2.047
C 0.571 -3.628 0.324
C -2.331 -0.246 3.619
H 5.472 3.545 -2.355
H 4.032 4.282 -0.327
H -0.752 1.975 -1.436
H -3.485 3.637 -1.859
H -1.214 5.156 3.586
H 0.762 0.484 5.239
H 0.088 -2.738 -0.080
H 4.751 -5.786 4.110
H -1.446 -5.760 2.161
H -1.129 1.499 5.673
H 2.543 3.613 -1.809
H 5.666 -4.869 0.196
H -3.367 -2.566 -0.037
H 2.498 -4.339 -7.690
H -0.929 -3.571 2.684
H 6.241 -5.611 1.623
H -2.024 2.997 1.397
H 2.312 1.262 4.929
H 0.322 -4.699 -2.515
H -2.721 2.121 -1.653
H 5.977 -1.362 4.310
H 0.623 -2.550 3.854
H 1.005 -3.000 5.503
H -1.839 -0.744 4.454
H 3.099 -3.043 -6.505
H 2.216 3.260 2.016
H -0.600 4.889 1.927
H 3.084 2.111 -2.697
H 6.532 -0.209 -3.777
H -9.937 -0.887 -1.080
H -0.360 -3.966 -5.544
H 1.972 4.947 1.800
H -2.050 4.141 0.060
H 2.953 -0.260 -5.163
H 0.858 -2.968 -2.474
H 3.197 -4.858 4.391
H 6.811 2.531 -2.271
H 0.203 3.138 -0.600
H 6.950 4.107 -1.557
H 7.599 -0.738 4.436
H 5.569 0.046 -5.173
H 1.869 -4.146 -3.121
H -6.342 0.618 -1.380
H 1.397 0.423 3.591
H -3.937 -0.039 -1.610
H -5.728 0.323 0.287
H 6.082 -3.773 1.546
H -2.389 3.137 -5.864
H -2.749 1.154 -3.737
H -3.341 3.308 -4.427
H 0.085 -1.525 5.148
H 0.742 1.481 -3.026
H 5.294 1.069 -3.666
H -1.496 -1.385 -0.924
H -3.743 1.792 0.566
H 6.926 -1.355 2.892
H -4.864 -1.854 0.134
H -2.921 1.530 5.917
H -3.368 -1.068 0.747
H 0.274 3.038 3.349
H 2.998 -2.671 -8.166
H -8.922 0.193 -2.075
H -2.677 -4.671 0.082
H 5.009 0.343 5.579
H 1.314 -3.482 -4.992
H -0.492 1.314 -5.135
H -2.070 2.845 5.102
H -1.424 1.705 3.337
H -0.128 -2.540 -4.834
H -7.204 1.202 0.161
H -1.442 0.996 -6.511
H 4.753 2.047 5.061
H -3.040 -6.220 0.485
H -9.568 0.670 -0.477
H 2.436 2.029 -1.106
H -1.921 -0.458 2.631
H 2.648 0.344 -3.519
H 5.345 5.029 0.658
H 4.317 3.838 1.364
H 4.805 -4.057 4.156
H 0.885 -3.455 1.354
H -0.206 -4.385 0.432
H 0.126 6.119 2.894
H -1.257 -0.279 -5.265
H 2.052 -1.242 -3.974
H -4.574 2.193 -1.710
H -1.743 0.013 -1.969
H -2.500 -3.064 2.130
H 6.315 1.510 5.803
H -4.151 -4.971 1.074
*
```

HOMO energy = -8.6 eV
Total energy = -215309.085 eV
Strongest force on any atom = 5.87 eV/Å
Molar mass = 1639.1 g mol⁻¹
E_LUMO = -5.2 eV

These are the Mulliken partial charges, in e, on atoms 1 to 4: number 1, Tl, carries 1.99; number 2, S, carries 0.34; number 3, S, carries 0.36; number 4, S, carries 0.26

---

(3)
Molecular formula: C32H73B2Cl2F11N7O15
Method: DFT, ωB97M-V/def2-TZVPD

```
! RIJCOSX wB97M-V def2-TZVPD def2/J DEFGRID3
* xyz -2 2
Cl -5.037 -1.957 2.278
Cl -8.088 -2.654 2.078
F 1.557 -2.195 -7.607
F 4.421 4.002 0.103
F 3.483 -1.395 -7.062
F 2.455 3.890 1.203
F 5.459 0.211 -0.265
F 3.109 -3.422 -6.636
F 3.386 -0.305 0.209
F 4.521 -1.638 -1.060
F 4.171 2.158 1.090
F 5.134 -1.235 1.209
F 2.930 2.667 -0.632
O 4.601 -5.183 1.595
O 1.813 -0.258 -5.122
O 0.339 1.693 5.118
O 1.821 3.686 -2.674
O -0.985 3.509 -3.231
O -0.922 -4.284 1.997
O 0.635 -1.022 -0.769
O -1.286 -6.125 2.975
O 2.556 -2.204 -4.259
O 2.668 5.721 -2.767
O 1.032 -5.938 -4.668
O 0.106 1.635 -3.417
O 2.991 -1.604 4.251
O 2.318 2.403 4.435
O -0.218 -6.505 -3.000
N 1.103 2.522 4.574
N 2.734 -3.070 1.987
N -1.678 -5.121 2.512
N -0.599 -0.385 -0.910
N 1.833 4.928 -2.402
N -0.796 2.421 -3.762
N -0.042 -6.091 -4.175
C 1.490 -2.455 2.656
C -1.426 6.492 3.079
C -1.308 -1.884 -2.941
C -3.299 0.722 -0.849
C 0.151 8.023 1.759
C 2.432 -4.324 1.132
C 3.720 -4.913 0.540
C 0.273 1.736 0.136
C -1.664 -1.158 -1.547
C 1.951 -1.237 3.416
C -0.005 6.851 2.781
C -1.239 -5.367 -4.707
C -2.332 6.043 1.843
C -2.060 -2.371 -0.631
C -1.756 2.173 -4.825
C -5.865 -2.055 0.666
C -7.311 -1.592 0.930
C -2.111 1.483 -0.342
C 0.345 3.691 3.959
C -2.893 -0.252 -1.884
C 5.673 -6.002 1.322
C -1.225 0.165 1.565
C -3.584 5.078 2.124
C 3.471 -0.537 5.058
C 2.507 -2.217 -6.668
C -0.877 0.671 0.127
C 2.204 -3.523 -3.744
C -3.137 -4.733 2.419
C 0.861 5.385 -1.440
C 2.855 -3.760 -2.417
C -4.948 5.798 2.388
C 1.832 -1.652 -5.359
B 3.487 3.154 0.522
B 4.626 -0.737 0.043
H 1.152 8.036 1.327
H -1.508 5.750 3.873
H 3.949 0.264 4.493
H -1.140 -2.738 -0.176
H -1.888 7.331 3.598
H 2.356 -3.244 -1.596
H 3.168 -2.328 1.457
H -3.736 4.523 1.198
H 0.595 7.270 3.588
H 1.247 6.281 -0.954
H 5.456 -7.063 1.447
H -1.796 -0.759 1.655
H 6.087 -5.770 0.341
H -3.734 0.146 -0.032
H 0.270 2.308 -0.792
H -5.407 -1.414 -0.088
H -0.922 -1.267 -3.752
H -2.316 1.312 -4.459
H 4.100 -0.853 5.890
H -1.672 5.427 1.231
H -2.504 -3.270 -1.059
H -7.203 -0.541 1.197
H -1.815 -6.177 -5.154
H -4.881 6.470 3.243
H -3.970 1.440 -1.319
H -2.576 6.885 1.196
H -2.653 0.292 -2.798
H 0.519 5.961 2.432
H 1.876 -4.947 1.833
H 1.767 -3.845 0.414
H -0.521 7.861 0.916
H -3.369 -4.892 1.366
H 1.274 1.323 0.258
H -3.779 -0.883 -1.960
H 3.563 -5.789 -0.090
H -5.761 -3.046 0.226
H -0.384 3.874 4.748
H -3.241 -3.662 2.589
H -2.409 2.195 0.427
H -2.780 -2.257 0.180
H 3.432 -3.229 2.700
H -0.047 5.622 -1.994
H 2.639 -0.033 5.550
H 2.674 -4.815 -2.215
H -3.363 4.474 3.004
H 0.180 8.968 2.301
H -0.051 3.336 3.007
H -1.096 1.941 -5.661
H 2.240 -0.445 2.724
H 0.779 -2.187 1.874
H -7.957 -1.693 0.058
H -0.450 -2.531 -2.756
H -1.585 -4.835 -3.820
H 3.896 -3.438 -2.397
H -0.914 -4.703 -5.507
H 0.504 4.637 -0.732
H 1.024 -3.213 3.285
H 0.805 -2.016 -5.378
H 1.094 -0.864 3.976
H 6.408 -5.905 2.122
H -3.668 -5.239 3.225
H -0.276 0.072 2.093
H -1.769 0.835 2.232
H -5.114 6.400 1.494
H -1.820 2.172 -1.134
H 1.126 -3.552 -3.582
H 2.568 -4.175 -4.537
H 0.166 2.490 0.916
H -5.809 5.146 2.537
H -2.376 3.062 -4.939
H 4.069 -4.087 -0.080
H -2.077 -2.502 -3.404
H 0.998 4.555 3.834
*
```

HOMO energy = -1.1 eV
Total energy = -131791.887 eV
Strongest force on any atom = 5.07 eV/Å
Molar mass = 1097.5 g mol⁻¹
E_LUMO = 2.7 eV
Expectation value of S² = 0.75

These are the Mulliken partial charges, in e, on atoms 1 to 4: number 1, Cl, carries -0.18; number 2, Cl, carries -0.19; number 3, F, carries -0.32; number 4, F, carries -0.31

---

(4)
Molecular formula: C3H2N6
Method: DFT, ωB97M-V/def2-TZVPD

```
! RIJCOSX wB97M-V def2-TZVPD def2/J DEFGRID3
* xyz 0 1
N -1.120 -0.277 1.835
N 0.751 -0.096 -2.032
N 0.582 1.171 0.896
N 1.208 0.660 -1.174
N -1.234 -0.961 0.690
N 0.568 0.331 -0.095
C -0.068 -1.010 -1.655
C -0.463 -0.599 -0.290
C -0.240 0.741 1.765
H -0.206 1.195 2.705
H -0.456 -1.780 -2.456
*
```

HOMO energy = -10.0 eV
Total energy = -12078.825 eV
Energy above the lowest of the compared OMol25 structures with the same formula, charge and spin = 36.3 kcal per mole
Strongest force on any atom = 6.98 eV/Å
Molar mass = 122.1 g mol⁻¹
E_LUMO = -1.7 eV

These are the Mulliken partial charges, in e, on atoms 1 to 4: number 1, N, carries -0.41; number 2, N, carries -0.20; number 3, N, carries -0.81; number 4, N, carries -0.66